19
Properties=species:S:1:pos:R:3 method="wB97M-V/def2-TZVPD" spin_multiplicity=1 smiles=CNC[C@@H](N)CS de_lowest_kcal_mol=6.1 energy_ha=-667.285198
H -1.01 2.18 0.49
N 1.40 -0.96 -0.18
H -2.07 0.91 1.19
H -1.95 -1.35 0.18
H -0.30 0.55 -1.29
C 2.78 -0.93 0.29
H -2.18 2.50 -1.64
N -1.40 -1.06 -0.62
C 0.49 -0.08 0.52
H 1.01 0.83 0.83
H 2.95 -1.44 1.24
H 3.45 -1.30 -0.48
S -2.96 1.83 -0.81
H 3.09 0.12 0.42
H -2.08 -0.88 -1.35
C -0.72 0.21 -0.34
H 1.02 -1.89 -0.22
C -1.59 1.28 0.29
H 0.09 -0.52 1.46